No. 1
A molecular structure, C8H11NO3. Source: the Open Molecules 2025 dataset; level of theory: wB97M-V/def2-TZVPD.

Cartesian coordinates (Å):
1 C 0.415 -1.971 0.166
2 C 1.661 -2.386 0.065
3 C 0.187 -0.668 -0.155
4 C 1.978 -0.275 -0.694
5 C 2.613 1.017 -0.033
6 C -2.136 -0.440 -0.050
7 C -0.871 1.312 -1.187
8 C -0.623 1.056 1.130
9 N -0.862 0.310 -0.085
10 O 1.888 2.024 -0.009
11 O 3.767 0.837 0.293
12 O 2.507 -1.444 -0.357
13 H -0.427 -2.641 0.571
14 H 2.081 -3.362 0.368
15 H -3.016 0.349 -0.114
16 H -2.257 -1.103 -0.978
17 H -2.157 -1.039 0.817
18 H -1.721 1.990 -0.926
19 H 0.037 1.815 -1.293
20 H -1.324 0.826 -1.959
21 H 0.204 1.709 1.207
22 H -1.599 1.767 1.319
23 H -0.348 0.316 1.904

Forces on the atoms, in the same order (eV/Å):
C -6.104 -0.608 1.570
C 3.220 -1.530 -0.030
C 7.519 1.848 -2.974
C -5.542 -1.399 2.841
C 0.640 0.727 -1.255
C -2.615 1.635 -2.475
C -2.621 0.546 1.826
C -3.150 1.277 3.528
N 0.680 -0.676 -0.666
O -0.641 -0.244 -0.033
O 0.650 -0.281 0.535
O -0.056 0.273 -0.297
H 1.547 0.769 -0.692
H -0.183 0.884 -0.565
H 1.714 -1.704 0.537
H 0.575 1.018 1.313
H -0.233 -0.481 1.037
H 0.966 0.038 0.259
H 1.563 0.431 -0.190
H -0.155 -1.402 -2.919
H 1.086 0.618 -1.394
H 2.218 -2.104 -0.040
H -1.078 0.366 0.082

## Properties
2S+1 = 1
Energy above the lowest of the compared OMol25 structures with the same formula, charge and spin = 674.1 kJ/mol
LUMO energy (alpha / beta) = 0.0 / 0.0 eV
Orbital gap (alpha / beta) = 0.2883 / 0.2882 Ha
Net charge = 0
Highest occupied orbital energy (alpha / beta) = -0.2900 / -0.2899 Ha

No. 2
C8H11NSSi in the gas phase. Source: the Open Molecules 2025 dataset; level of theory: wB97M-V/def2-TZVPD.

Cartesian coordinates (Å):
1 C 2.764 -0.964 -1.452
2 C -1.730 -1.580 -0.894
3 C -1.045 -2.614 -1.554
4 C 1.481 -1.303 -1.383
5 C -1.478 -0.360 -0.417
6 C 0.635 -0.246 1.976
7 C -1.483 2.102 1.411
8 C 0.738 1.557 -0.588
9 N 3.814 -0.510 -1.368
10 Si -0.364 0.689 0.598
11 S 0.682 -2.653 -1.851
12 H -2.729 -1.867 -1.082
13 H -1.625 -3.352 -1.915
14 H -0.169 -0.499 2.724
15 H 1.110 -1.129 1.482
16 H 1.536 0.274 2.219
17 H -0.943 2.773 2.102
18 H -1.995 2.703 0.563
19 H -2.398 1.895 1.967
20 H 1.577 1.925 -0.027
21 H 1.349 0.850 -1.227
22 H 0.274 2.308 -1.283

Forces on the atoms, in the same order (eV/Å):
C -0.061 -0.795 0.062
C 0.346 -0.028 -0.541
C 3.511 3.779 1.929
C -4.124 -1.798 -0.237
C 0.582 -0.944 -0.005
C -1.501 -0.932 -2.019
C -0.776 0.431 -1.331
C 1.042 -0.345 -2.021
N 2.185 0.833 -0.016
Si -0.246 1.363 1.501
S 0.606 0.012 -0.258
H -1.849 0.316 0.285
H -1.217 -2.795 -1.379
H 1.563 0.125 -0.215
H -0.965 0.086 0.471
H 0.045 0.950 1.061
H 0.158 -0.135 -0.663
H 1.406 -0.605 1.021
H 0.140 -0.957 0.256
H 0.150 1.139 0.563
H -1.445 0.799 0.561
H 0.450 -0.497 0.975

## Properties
2S+1 = 1
Energy above the lowest of the compared OMol25 structures with the same formula, charge and spin = 0.0 kJ/mol
LUMO energy (alpha / beta) = -1.4 / -2.3 eV
Orbital gap (alpha / beta) = 0.2562 / 0.2220 Ha
Net charge = 0
Highest occupied orbital energy (alpha / beta) = -0.3094 / -0.3071 Ha

No. 3
A molecular structure, C8H11O4. Source: the Open Molecules 2025 dataset; level of theory: wB97M-V/def2-TZVPD.

Cartesian coordinates (Å):
1 C -0.169 -0.402 0.641
2 C 0.973 1.881 -0.305
3 C 1.192 -0.446 0.258
4 C 1.776 0.789 -0.157
5 C -0.923 0.679 0.322
6 C 3.216 -1.709 0.392
7 C -3.438 -0.610 -0.972
8 C -2.786 0.807 0.785
9 O -0.374 1.745 -0.133
10 O 3.068 0.751 -0.505
11 O 1.841 -1.509 0.556
12 O -3.417 -0.306 0.415
13 H -0.608 -1.237 1.132
14 H 1.253 2.929 -0.476
15 H 3.956 -1.299 0.995
16 H 3.675 -1.649 -0.613
17 H 3.313 -2.698 0.758
18 H -3.525 0.279 -1.706
19 H -4.372 -1.207 -1.235
20 H -2.399 -1.113 -1.170
21 H -2.907 1.817 0.261
22 H -2.669 0.904 1.793
23 H 3.323 1.602 -1.034

Forces on the atoms, in the same order (eV/Å):
C 0.937 -0.232 -0.856
C -0.804 -0.325 0.386
C -1.342 1.388 1.495
C -0.287 0.380 -1.196
C -3.203 -1.074 1.702
C 1.718 -2.334 -1.622
C 0.671 -0.105 -2.065
C 3.798 1.341 -4.291
O 0.996 2.086 -0.569
O 1.190 2.690 -1.320
O -0.182 -0.004 -0.060
O -0.773 0.424 -0.032
H -0.279 -0.625 0.130
H 0.022 -0.731 -0.213
H 0.299 2.340 1.690
H -1.183 -0.024 0.197
H 0.020 -1.419 -0.302
H 0.316 -0.799 1.573
H 1.626 0.258 0.749
H -2.179 0.485 -0.111
H -0.659 -1.574 0.473
H -0.140 0.114 2.770
H -0.565 -2.259 1.472

## Properties
2S+1 = 1
LUMO energy = -4.4 eV
Orbital gap = 0.3404 Ha
Net charge = +1
Highest occupied orbital energy = -0.5021 Ha

No. 4
A gas-phase ion, C8H11O4S (charge -1). Source: the Open Molecules 2025 dataset; level of theory: wB97M-V/def2-TZVPD.

Cartesian coordinates (Å):
1 C -0.074 2.258 -0.355
2 C 1.195 1.561 -0.342
3 C -1.158 1.934 0.363
4 C 1.320 0.287 0.080
5 C -1.176 0.829 1.364
6 C -1.436 -0.580 0.858
7 C -1.415 -2.188 -1.079
8 C -1.599 -0.746 -0.633
9 O 4.073 0.784 0.011
10 O 3.145 -1.128 -1.233
11 O 3.165 -1.151 1.254
12 O -1.552 -1.501 1.635
13 S 3.011 -0.199 -0.117
14 H -0.130 3.128 -1.005
15 H 2.031 2.147 -0.735
16 H -2.068 2.516 0.264
17 H -0.175 0.758 1.807
18 H -1.906 1.028 2.157
19 H -0.364 -2.457 -1.011
20 H -1.747 -2.319 -2.107
21 H -1.982 -2.856 -0.434
22 H -2.606 -0.391 -0.878
23 H -0.883 -0.091 -1.127
24 H 2.332 -1.627 1.266

Forces on the atoms, in the same order (eV/Å):
C -0.621 0.320 0.003
C 0.299 -0.016 -0.086
C 0.070 0.096 0.000
C 1.017 -0.101 -0.287
C -0.001 0.043 0.376
C -0.017 0.156 -0.210
C -0.108 0.156 0.101
C 0.103 -0.451 -0.054
O -0.566 -0.256 0.149
O -0.265 0.510 0.417
O 0.375 1.034 -0.891
O -0.017 0.003 0.035
S 0.431 -1.231 0.365
H -0.082 0.010 -0.006
H 0.012 -0.025 0.093
H 0.037 0.126 -0.082
H -0.168 -0.021 0.135
H 0.037 -0.057 -0.036
H 0.099 -0.049 -0.006
H 0.020 -0.045 -0.111
H -0.031 -0.094 -0.003
H -0.073 0.113 -0.003
H -0.111 -0.004 -0.008
H -0.440 -0.218 0.109

## Properties
2S+1 = 1
Energy above the lowest of the compared OMol25 structures with the same formula, charge and spin = 0.0 kJ/mol
LUMO energy = 3.5 eV
Orbital gap = 0.2975 Ha
Net charge = -1
Highest occupied orbital energy = -0.1682 Ha

No. 5
A gas-phase ion, C8H12 (charge -1). Source: the Open Molecules 2025 dataset; level of theory: wB97M-V/def2-TZVPD.

Cartesian coordinates (Å):
1 C -3.307 -0.117 -0.058
2 C -1.954 -0.225 -0.708
3 C -1.735 -0.313 -2.046
4 C 0.332 -0.469 0.055
5 C -0.948 -0.342 0.402
6 C 3.613 1.120 1.073
7 C 2.494 0.351 0.335
8 C 1.437 -0.222 0.881
9 H -4.117 0.211 -0.629
10 H -3.195 0.175 0.922
11 H -3.540 -1.237 0.016
12 H -0.891 -0.664 -2.502
13 H -2.685 -0.454 -2.760
14 H 0.796 -0.436 -1.058
15 H -1.368 -0.396 1.495
16 H 3.817 0.796 2.072
17 H 4.437 1.295 0.279
18 H 3.124 2.156 1.355
19 H 2.591 0.623 -0.644
20 H 1.441 -0.760 1.855

Forces on the atoms, in the same order (eV/Å):
C 0.651 -4.279 -1.864
C 1.187 0.175 2.892
C -4.603 0.079 -0.936
C 3.593 -0.133 -2.368
C -4.346 -0.239 -1.072
C -1.747 1.751 -1.526
C 3.895 1.189 2.935
C -0.868 -2.217 0.893
H -1.151 1.356 -0.780
H -0.324 1.306 1.974
H -0.201 1.033 0.261
H 2.354 -0.641 -0.788
H 1.911 0.640 1.636
H -2.184 0.137 2.084
H 1.164 0.323 -2.132
H 1.046 -0.834 0.358
H -0.738 -0.240 2.035
H 1.078 -1.211 -0.864
H -0.749 0.499 -2.728
H 0.036 1.307 -0.009

## Properties
2S+1 = 2
Energy above the lowest of the compared OMol25 structures with the same formula, charge and spin = 261.8 kJ/mol
LUMO energy (alpha / beta) = 4.1 / 4.1 eV
Orbital gap (alpha / beta) = 0.1460 / 0.2524 Ha
Net charge = -1
Highest occupied orbital energy (alpha / beta) = 0.0043 / -0.1035 Ha

No. 6
C8H12 in the gas phase. Source: the Open Molecules 2025 dataset; level of theory: wB97M-V/def2-TZVPD.

Cartesian coordinates (Å):
1 C 2.766 0.127 -0.363
2 C 1.574 -0.332 0.457
3 C 0.312 0.463 0.643
4 C -0.542 1.524 -0.057
5 C -1.839 0.800 -0.201
6 C -2.069 -0.490 -0.057
7 C -0.935 -1.525 -0.091
8 C 0.286 -0.663 -0.246
9 H 2.388 0.679 -1.227
10 H 3.354 0.780 0.228
11 H 3.399 -0.705 -0.639
12 H 1.839 -0.925 1.307
13 H -0.177 0.305 1.600
14 H -0.185 1.860 -1.063
15 H -0.680 2.389 0.669
16 H -2.673 1.473 -0.155
17 H -3.127 -0.797 0.047
18 H -0.906 -1.990 0.926
19 H -0.904 -2.253 -0.893
20 H 0.357 -0.240 -1.304

Forces on the atoms, in the same order (eV/Å):
C -1.278 -0.292 0.012
C 0.258 0.070 -0.827
C -0.454 1.856 0.497
C 1.294 1.170 0.817
C -0.728 1.177 0.732
C -0.531 -1.408 -0.876
C 0.614 0.401 1.612
C 0.453 -0.912 -2.307
H 0.342 -0.151 -0.113
H 0.696 0.844 0.566
H 0.032 -0.238 -0.381
H -0.019 -0.167 0.569
H 0.240 -0.333 0.158
H 0.055 0.023 0.957
H -0.012 -0.570 -1.298
H -0.646 0.109 -0.213
H 0.741 -0.108 -0.241
H -0.048 -0.234 -0.864
H -0.862 -0.343 0.039
H -0.146 -0.893 1.163

## Properties
2S+1 = 1
Energy above the lowest of the compared OMol25 structures with the same formula, charge and spin = 168.5 kJ/mol
LUMO energy = 1.2 eV
Orbital gap = 0.3782 Ha
Net charge = 0
Highest occupied orbital energy = -0.3346 Ha

For reference, E_tot by record: -591.6701 -1053.6091 -611.9989 -1010.5628 -311.8566 -311.9222 a.u..